Record 1
ORCA calculation (ωB97M-V with the def2-TZVPD basis set) on 2 unconnected molecules or ions with the total composition C2H8S4 at a distorted geometry.

Positions of all 14 atoms, in Å:
1 C -1.641311 -0.941156 1.358710
2 S -3.105785 -1.871374 0.812294
3 S -3.088668 -1.160309 -1.164583
4 H -1.993254 -0.220174 2.254562
5 H -1.149781 -1.637287 1.926737
6 H -0.911969 -0.406473 0.530367
7 H -3.933820 -0.042468 -0.919253
8 C 2.879362 0.305327 -1.658180
9 S 3.729720 1.017428 0.093002
10 S 1.945990 2.273378 0.464877
11 H 2.008888 -0.321128 -1.235544
12 H 2.562747 1.257641 -2.229115
13 H 3.456851 -0.385785 -2.302505
14 H 0.831935 1.424698 0.482142

Forces on atoms 1 to 2 (eV/Å):
C -0.6 3.7 0.5
S 0.6 0.9 -1.6

## Properties
Relative energy (zero: lowest compared OMol25 entry of this formula, charge and spin), kJ/mol: 210.1
HOMO level, eV: -9.0
Gap between HOMO and LUMO, eV: 8.91
Lowest unoccupied orbital energy, hartree: -0.0052
SMILES: CSS.CSS

Record 2
ORCA calculation (ωB97M-V with the def2-TZVPD basis set) on a molecular structure, C66H165BeCl2N11O8 at a distorted geometry.

Positions of all 253 atoms, in Å:
1 Be -3.755255 -2.621062 -2.020508
2 Cl -5.632689 -2.041164 -4.230514
3 O -4.952796 -1.908067 -2.875294
4 O -4.704348 -2.832156 -5.004056
5 O -6.898131 -2.650338 -4.134037
6 O -5.738207 -0.712875 -4.701964
7 Cl -1.889904 0.587130 -0.784024
8 O -3.619592 -2.389228 -0.557911
9 O -1.245618 -0.404965 -0.081819
10 O -1.898910 0.365257 -2.195058
11 O -2.938027 1.279110 -0.178062
12 C 9.925279 1.951158 -4.377548
13 C 9.907107 0.450359 -4.085809
14 N 9.019808 0.071779 -2.989667
15 C 9.478503 -0.836489 -1.961156
16 C 10.603294 -0.189246 -1.172803
17 C 7.626270 -0.281357 -3.401726
18 C 6.610769 0.423311 -2.543257
19 H 8.976264 2.394933 -4.765876
20 H 10.677370 2.157277 -5.141625
21 H 10.171677 2.547675 -3.476793
22 H 9.796294 -0.204321 -5.004224
23 H 10.940435 0.156304 -3.857890
24 H 8.682329 -1.049703 -1.247040
25 H 9.833125 -1.807053 -2.290654
26 H 10.928008 -0.789367 -0.339254
27 H 11.475167 -0.033735 -1.841284
28 H 10.328276 0.800478 -0.853518
29 H 7.541263 -1.480922 -3.377412
30 H 7.697741 -0.204716 -4.484159
31 H 6.777913 1.524949 -2.419696
32 H 6.694393 -0.089908 -1.589490
33 H 5.644302 0.152103 -2.950442
34 C 2.319975 -3.173499 7.328718
35 C 2.298453 -1.822184 6.683130
36 N 1.635132 -1.842598 5.352139
37 C 2.344221 -2.428051 4.289764
38 C 2.904151 -1.434665 3.233905
39 C 0.211136 -1.742810 5.435827
40 C -0.329940 -0.380572 5.437111
41 H 3.073037 -3.727111 6.792593
42 H 1.331437 -3.704218 7.235611
43 H 2.484296 -3.062469 8.439478
44 H 1.882731 -1.002122 7.219204
45 H 3.303526 -1.557905 6.554906
46 H 3.185096 -3.002886 4.666983
47 H 1.693021 -3.269165 3.818537
48 H 3.673644 -1.949377 2.662158
49 H 2.152402 -1.067196 2.521621
50 H 3.341336 -0.550688 3.699115
51 H -0.128325 -2.323259 6.292136
52 H -0.254843 -2.268997 4.613057
53 H -0.096870 0.080266 4.524664
54 H 0.043075 0.190633 6.252331
55 H -1.418709 -0.317888 5.508563
56 C -6.221804 4.017409 -2.146678
57 C -7.545218 3.270894 -2.237966
58 N -7.347288 2.153772 -3.171683
59 C -8.117329 0.959305 -2.916580
60 C -7.775876 0.199451 -1.647701
61 C -7.194747 2.539791 -4.612609
62 C -8.467480 3.065692 -5.360466
63 H -5.947872 4.513517 -3.153459
64 H -5.379918 3.306425 -1.955964
65 H -6.313264 4.793067 -1.398993
66 H -7.853599 2.873821 -1.280179
67 H -8.296457 4.080503 -2.563170
68 H -9.209097 1.157692 -2.817890
69 H -8.023398 0.336090 -3.775263
70 H -8.553000 -0.570056 -1.425918
71 H -6.743566 -0.189079 -1.558778
72 H -7.736530 0.960015 -0.828503
73 H -6.797802 1.617375 -5.101027
74 H -6.369918 3.291192 -4.675405
75 H -8.113862 3.514870 -6.313470
76 H -8.919365 3.914277 -4.832563
77 H -9.260045 2.297349 -5.574048
78 C -1.254794 -5.171164 4.581410
79 C -2.610119 -4.560076 4.372821
80 N -3.399536 -5.026611 3.231338
81 C -3.376629 -6.498310 3.242326
82 C -4.363032 -7.062386 4.285032
83 C -4.729191 -4.452036 3.065503
84 C -5.239263 -4.678053 1.615234
85 H -0.572498 -5.187995 3.719233
86 H -1.280940 -6.277942 4.889674
87 H -0.808323 -4.685659 5.485027
88 H -3.190765 -4.653862 5.341416
89 H -2.435723 -3.534675 4.262322
90 H -3.653239 -6.800483 2.219031
91 H -2.379831 -6.792603 3.517691
92 H -5.367591 -6.761683 4.130313
93 H -4.353408 -8.181924 4.231057
94 H -4.071671 -6.858647 5.270053
95 H -4.674797 -3.383408 3.161754
96 H -5.454072 -4.700428 3.858156
97 H -6.092325 -4.017314 1.462690
98 H -5.748677 -5.663294 1.588693
99 H -4.424283 -4.480157 1.001514
100 C -0.476228 -4.957061 -1.524740
101 C -1.683692 -4.029302 -1.405329
102 N -2.498375 -3.629671 -2.665656
103 C -1.697478 -3.317622 -3.862367
104 C -0.671203 -2.234866 -3.637967
105 C -3.255877 -4.817464 -3.101812
106 C -4.556516 -5.076129 -2.380729
107 H -0.186425 -5.342023 -2.488192
108 H -0.686354 -5.845987 -0.951490
109 H 0.353964 -4.496338 -1.087241
110 H -2.443713 -4.535267 -0.750053
111 H -1.443795 -3.091812 -0.971896
112 H -1.145139 -4.257005 -4.147910
113 H -2.441528 -2.992995 -4.579535
114 H -0.622679 -1.811028 -2.660469
115 H 0.265983 -2.637614 -3.994152
116 H -0.886255 -1.384029 -4.285871
117 H -2.630503 -5.685896 -3.077774
118 H -3.444944 -4.708958 -4.173900
119 H -5.519250 -4.631182 -2.676851
120 H -4.499304 -4.954444 -1.310969
121 H -4.681775 -6.197528 -2.455345
122 C 1.588636 1.037874 -5.603618
123 C 2.658633 0.077514 -4.920466
124 N 2.911406 -1.305822 -5.504453
125 C 4.189465 -1.675814 -5.033785
126 C 4.640386 -3.039912 -5.666716
127 C 2.769614 -1.294914 -6.971229
128 C 3.797595 -0.368185 -7.677471
129 H 2.059140 1.164802 -6.601905
130 H 1.504942 2.002648 -5.118899
131 H 0.563885 0.631082 -5.722886
132 H 3.583367 0.691008 -5.056748
133 H 2.619002 -0.086446 -3.837571
134 H 4.999932 -0.985101 -5.314642
135 H 4.184911 -1.567116 -3.942849
136 H 3.932968 -3.828884 -5.456334
137 H 4.704339 -3.102304 -6.768372
138 H 5.555290 -3.406648 -5.203840
139 H 1.703820 -0.951977 -7.187846
140 H 2.833860 -2.339962 -7.276234
141 H 4.825932 -0.707843 -7.415821
142 H 3.696620 0.651685 -7.284444
143 H 3.649083 -0.278171 -8.750775
144 C 6.694510 -5.216687 -1.828239
145 C 5.400698 -4.416554 -1.869119
146 N 4.646416 -4.346403 -0.569027
147 C 3.357241 -3.740446 -0.717994
148 C 2.514818 -4.153195 0.481729
149 C 5.416285 -3.623136 0.470362
150 C 5.858585 -2.096439 0.143035
151 H 7.547340 -4.638631 -1.423025
152 H 6.997283 -5.430266 -2.847308
153 H 6.593075 -6.228564 -1.248970
154 H 5.516762 -3.425942 -2.316031
155 H 4.768146 -5.001476 -2.526298
156 H 3.324401 -2.641835 -0.817696
157 H 3.024589 -4.054601 -1.676533
158 H 2.969671 -3.733528 1.390083
159 H 1.465923 -3.809767 0.540781
160 H 2.526136 -5.218586 0.531904
161 H 6.317935 -4.175528 0.648484
162 H 4.835174 -3.712714 1.419547
163 H 6.487425 -1.763095 0.939506
164 H 5.057487 -1.290726 0.034305
165 H 6.426268 -2.235177 -0.806347
166 C -5.329560 3.505353 1.556340
167 C -5.185682 2.158160 2.219375
168 N -6.140849 1.127648 1.771564
169 C -7.218429 0.899525 2.778882
170 C -8.295128 2.033918 2.719859
171 C -5.545750 -0.097306 1.303204
172 C -4.944351 -1.024786 2.397718
173 H -6.323867 3.943345 1.545842
174 H -5.061258 3.308553 0.530707
175 H -4.675167 4.246941 1.931932
176 H -4.165761 1.783741 2.204024
177 H -5.258553 2.361435 3.306629
178 H -7.695013 -0.053960 2.553904
179 H -6.810578 0.801311 3.776502
180 H -8.632788 2.153368 1.683453
181 H -9.018422 1.823966 3.495021
182 H -7.733604 2.889932 2.913033
183 H -4.839821 0.024992 0.485340
184 H -6.283889 -0.720231 0.777409
185 H -3.982394 -0.645261 2.821187
186 H -4.629977 -1.906052 2.003362
187 H -5.587331 -1.195813 3.251813
188 C 2.072217 7.888937 -1.580528
189 C 2.071862 6.355320 -1.431925
190 N 0.752753 5.711459 -1.606014
191 C -0.115713 6.044259 -0.475078
192 C -1.456222 5.393385 -0.561377
193 C 0.090742 5.943119 -2.856737
194 C 0.990549 5.547885 -3.995571
195 H 1.803477 8.205842 -2.564996
196 H 3.060057 8.290955 -1.452131
197 H 1.406237 8.423503 -0.903806
198 H 2.790009 5.987511 -2.164366
199 H 2.498608 6.122609 -0.459291
200 H 0.436161 5.688750 0.409407
201 H -0.317461 7.111231 -0.409361
202 H -1.516656 4.368263 -0.864795
203 H -1.938649 5.382972 0.389028
204 H -2.270330 5.895454 -1.132069
205 H -0.281149 6.983561 -2.909925
206 H -0.835234 5.366609 -2.908415
207 H 0.317869 5.431222 -4.858867
208 H 1.486530 4.627429 -3.752417
209 H 1.791589 6.289678 -4.196149
210 C -1.535366 3.608378 3.142625
211 C -1.991100 4.480360 4.360318
212 N -1.924949 3.613401 5.488097
213 C -2.760313 4.203250 6.566196
214 C -2.923955 3.298565 7.734220
215 C -0.599671 3.247814 5.961255
216 C 0.300673 4.443452 6.432973
217 H -2.058841 2.721973 3.357418
218 H -0.448211 3.419865 3.232377
219 H -1.817413 4.178020 2.212271
220 H -1.455358 5.411497 4.550311
221 H -3.023978 4.826045 4.149821
222 H -2.510875 5.150048 6.872618
223 H -3.716735 4.318042 6.147845
224 H -3.367339 2.430248 7.261434
225 H -2.059926 2.938360 8.262039
226 H -3.664087 3.591316 8.510018
227 H -0.022939 2.703492 5.211449
228 H -0.702610 2.517133 6.832786
229 H -0.133588 4.964130 7.261987
230 H 0.474416 5.171912 5.632507
231 H 1.295212 4.079446 6.746313
232 C 1.737309 1.873156 0.459676
233 C 2.998427 1.621517 1.309406
234 N 3.725828 2.775519 1.688453
235 C 4.280299 3.631260 0.588864
236 C 5.215166 2.863835 -0.301075
237 C 3.096479 3.602686 2.765840
238 C 2.839608 2.769847 4.014760
239 H 1.821759 1.667957 -0.630092
240 H 1.432737 2.958017 0.642677
241 H 0.935078 1.159085 0.818469
242 H 2.629654 1.103635 2.159829
243 H 3.608189 0.935920 0.753776
244 H 3.480708 3.996818 0.035823
245 H 4.820356 4.516799 1.021983
246 H 5.936361 2.362582 0.366246
247 H 4.795980 2.228462 -1.058056
248 H 5.804194 3.624713 -0.886843
249 H 2.135210 3.998658 2.429304
250 H 3.665895 4.501935 2.994435
251 H 1.974923 2.121153 3.729102
252 H 2.645142 3.367983 4.894314
253 H 3.678740 2.139942 4.277445

Forces on atoms 1 to 2 (eV/Å):
Be -0.1 0.6 -0.4
Cl 2.0 0.3 -0.7

## Properties
HOMO level, eV: -7.5
Gap between HOMO and LUMO, eV: 2.81
Lowest unoccupied orbital energy, hartree: -0.1723

Record 3
ORCA calculation (ωB97M-V with the def2-TZVPD basis set) on 11 unconnected molecules or ions with the total composition C13H48N14O14 at a distorted geometry.

Positions of all 89 atoms, in Å:
1 N 2.198765 5.791916 6.060048
2 C 0.990835 5.595226 5.524548
3 N 0.161835 6.083096 6.377718
4 O 0.734855 5.073496 4.479468
5 H 2.971865 5.720156 5.414088
6 H 2.186875 6.336146 6.910798
7 H -0.815325 6.288506 6.225848
8 H 0.437245 6.304446 7.323898
9 N -5.058445 6.484116 -3.211432
10 C -4.900315 5.580126 -4.144492
11 N -3.731865 5.080576 -4.133602
12 O -5.785935 5.246056 -4.898312
13 H -5.987335 6.870656 -3.122812
14 H -4.340775 6.942526 -2.668372
15 H -3.345425 4.611026 -4.940002
16 H -3.079895 5.245296 -3.380012
17 N -0.698265 0.850326 -0.337432
18 C -0.018225 -0.026034 -0.917672
19 N 1.227345 -0.063154 -0.493362
20 O -0.369975 -0.556514 -1.938842
21 H -1.526035 1.281496 -0.723432
22 H -0.306525 1.304146 0.475388
23 H 1.977055 -0.573004 -0.938422
24 H 1.503165 0.488846 0.306218
25 N 8.423575 2.880646 0.366158
26 C 8.830995 2.931236 1.626548
27 N 8.394755 1.991136 2.441978
28 O 9.648415 3.777766 1.981378
29 H 7.686365 2.372316 -0.101002
30 H 8.826925 3.652906 -0.144762
31 H 8.726905 1.923926 3.393428
32 H 7.882755 1.197226 2.084678
33 N 5.846505 -5.205774 0.136328
34 C 6.407245 -6.267914 0.600978
35 N 5.605385 -7.254634 0.636148
36 O 7.572415 -6.415354 0.911508
37 H 6.512925 -4.453274 0.037708
38 H 4.965235 -5.234194 -0.356272
39 H 6.061235 -8.054894 1.050738
40 H 4.628525 -7.049334 0.482178
41 N 7.002305 -0.873164 -6.379022
42 C 5.911045 -0.560514 -5.764972
43 N 4.794225 -0.695474 -6.488722
44 O 5.877775 -0.050094 -4.655892
45 H 7.012085 -1.477604 -7.188142
46 H 7.844875 -0.802814 -5.826552
47 H 4.663945 -1.095954 -7.406722
48 H 3.913045 -0.539854 -6.020312
49 N -6.458345 4.683876 2.640698
50 C -7.763525 4.959666 2.703128
51 N -7.941615 6.126506 2.344808
52 O -8.578265 4.149296 2.994118
53 H -5.976205 5.444926 2.184118
54 H -6.089435 3.823256 3.019298
55 H -7.246705 6.844146 2.493788
56 H -8.885045 6.466616 2.224958
57 O 2.224635 -1.642254 9.295118
58 C 2.448955 -0.563944 8.419438
59 C 3.307305 -0.820264 7.158608
60 O 2.732345 -1.925264 6.520198
61 H 3.103075 -1.949694 9.530558
62 H 1.444335 -0.335024 8.063878
63 H 2.878855 0.282406 8.955148
64 H 4.340505 -1.019574 7.442998
65 H 3.405615 0.046006 6.504388
66 H 3.045955 -2.742514 6.914358
67 O -8.367105 -2.068314 -3.821262
68 C -8.597915 -1.515704 -2.533402
69 C -7.340365 -1.604684 -1.605352
70 O -7.241085 -2.981564 -1.328952
71 H -8.127525 -2.996374 -3.875262
72 H -8.846765 -0.462244 -2.661482
73 H -9.447875 -1.959594 -2.015102
74 H -7.429695 -0.955984 -0.733972
75 H -6.535595 -1.278094 -2.263972
76 H -7.982995 -3.323894 -0.824982
77 O -1.819675 -7.495084 -6.348382
78 C -2.162495 -6.290144 -5.754472
79 C -2.926945 -5.341064 -6.651322
80 O -3.939545 -6.040974 -7.385572
81 H -2.219905 -7.429054 -7.218472
82 H -2.562705 -6.380394 -4.744622
83 H -1.122685 -5.965024 -5.719802
84 H -2.207425 -4.610404 -7.020822
85 H -3.426225 -4.732524 -5.897342
86 H -4.152125 -6.728214 -6.749862
87 O -0.595395 -4.389654 2.428588
88 H 0.027175 -4.003764 3.044818
89 H -0.432545 -3.931244 1.604228

Forces on atoms 1 to 2 (eV/Å):
N 2.8 -0.5 -0.2
C 1.5 -0.5 -0.8

## Properties
Relative energy (zero: lowest compared OMol25 entry of this formula, charge and spin), kJ/mol: 807.3
HOMO level, eV: -9.7
Gap between HOMO and LUMO, eV: 9.63
Lowest unoccupied orbital energy, hartree: -0.0032
SMILES: NC(N)=O.NC(N)=O.NC(N)=O.NC(N)=O.NC(N)=O.NC(N)=O.NC(N)=O.OCCO.OCCO.OCCO.O

Record 4
ORCA calculation (ωB97M-V with the def2-TZVPD basis set) on 3 unconnected molecules or ions with the total composition C6H16O2 at a distorted geometry.

Positions of all 24 atoms, in Å:
1 C -2.528939 0.555219 -2.023339
2 C -1.479820 -0.256925 -1.864013
3 C -1.386280 -0.751570 -0.411176
4 C -0.007466 -0.419624 0.181640
5 C 1.335848 -0.603990 -0.565360
6 C 1.560934 -2.037426 -0.992932
7 H -3.247108 0.911839 -1.246716
8 H -2.744744 1.160343 -2.923354
9 H -0.749816 -0.599087 -2.583520
10 H -2.087315 -0.145664 0.180832
11 H -1.542846 -1.834205 -0.286619
12 H -0.010538 0.633058 0.445846
13 H 0.194460 -0.951602 1.100189
14 H 2.131019 -0.175973 0.066088
15 H 1.274571 0.045851 -1.455441
16 H 2.418142 -2.130622 -1.664299
17 H 0.695739 -2.410183 -1.535192
18 H 1.672620 -2.631969 -0.083713
19 O -0.530113 1.681170 2.735330
20 H -1.313177 2.088060 3.111953
21 H 0.233596 2.265884 2.438050
22 O 1.886921 1.959153 2.804996
23 H 2.000207 1.077294 2.433118
24 H 2.224105 2.570969 2.137633

Forces on atoms 1 to 2 (eV/Å):
C -0.2 1.7 -1.4
C -1.9 0.0 2.3

## Properties
Relative energy (zero: lowest compared OMol25 entry of this formula, charge and spin), kJ/mol: 164.6
HOMO level, eV: -9.6
Gap between HOMO and LUMO, eV: 10.15
Lowest unoccupied orbital energy, hartree: 0.0217
SMILES: C=CCCCC.O.O